# 1
A structure of composition C17H37AlO5PSSi at a distorted geometry, computed with ωB97M-V/def2-TZVPD.

Last column: Löwdin charge in e.
Element x y z (Å)
C: -3.83696 -2.75490 -2.99937  -0.03
O: -2.70568 -2.93865 -3.91141  -0.06
C: -1.51604 -2.67634 -3.13281  -0.18
C: -1.09129 -1.11213 -3.20269  -0.11
C: 0.52080 -1.05553 -2.95688  -0.18
C: 1.21086 -0.21713 -4.16643  -0.15
C: 2.38234 0.69787 -3.49073  -0.17
C: 1.63427 1.93193 -2.72434  -0.15
C: 2.69976 2.48207 -1.63008  -0.22
C: 2.12609 2.39023 -0.10033  -0.24
C: 2.75471 1.20754 0.78797  -0.13
C: 1.94210 -0.17743 0.76937  -0.17
C: 0.34911 -0.04265 0.92765  -0.17
C: -0.10781 0.94271 2.16115  -0.31
O: 0.81392 0.95341 3.28502  -0.04
C: 0.64480 -0.10471 4.20233  -0.44
O: 0.16962 0.19413 5.33423  0.12
P: 1.13292 -1.92141 3.99668  0.53
O: 0.31128 -2.77329 2.79174  -0.20
O: 2.84250 -2.06976 3.82938  -0.18
S: 0.71713 -2.84923 5.69898  0.77
Si: -1.96684 0.67894 2.58389  0.59
C: -2.94426 1.10146 0.95654  -0.17
C: -2.57656 1.97032 3.90059  -0.14
C: -2.46262 -1.10874 3.05445  -0.16
H: -3.73518 -3.40661 -2.05656  0.13
H: -3.91800 -1.63645 -2.74895  0.13
H: -4.79532 -3.10524 -3.53292  0.14
H: -1.59801 -2.98284 -2.03612  0.14
H: -0.67669 -3.31100 -3.60322  0.16
H: -1.61434 -0.49926 -2.37129  0.12
H: -1.38492 -0.65276 -4.20592  0.13
H: 0.67577 -0.54095 -1.94829  0.06
H: 0.99335 -2.10465 -2.92865  0.13
H: 0.40795 0.48919 -4.60115  0.12
H: 1.65367 -0.91249 -4.95460  0.13
H: 2.96343 0.10863 -2.68895  0.11
H: 3.10617 1.10155 -4.28477  0.14
H: 0.66987 1.60856 -2.20360  0.10
H: 1.33041 2.73684 -3.49214  0.14
H: 3.72675 1.96035 -1.72501  0.16
H: 2.83180 3.63306 -1.87440  -0.06
H: 2.43390 3.40029 0.43568  -0.09
H: 0.98725 2.40733 -0.16179  0.12
H: 3.80140 0.98500 0.34722  0.14
H: 2.93406 1.54265 1.86992  0.13
H: 2.37329 -0.85015 1.59599  0.09
H: 2.12362 -0.75806 -0.21604  0.12
H: -0.02000 0.50456 -0.02571  0.09
H: -0.21752 -1.04025 0.93312  0.10
H: -0.04587 2.00364 1.69745  0.14
H: 0.85674 -2.66973 1.96315  0.10
H: 3.21501 -1.16586 3.97803  0.11
H: -2.19316 1.58194 0.21339  0.03
H: -3.34087 0.16638 0.42948  0.05
H: -3.75134 1.89824 1.14611  0.07
H: -2.17636 3.00129 3.57910  0.07
H: -2.25441 1.67243 4.95551  0.06
H: -3.72310 1.99644 3.77838  0.08
H: -1.83903 -1.44346 3.95299  0.03
H: -2.15379 -1.78193 2.16336  0.05
H: -3.59010 -1.18718 3.20129  0.08
Al: 2.89944 4.50174 -0.54502  1.03

Values from the calculation:
total energy	-2316.173738	hartree
orbital gap	0.0603	hartree
LUMO level	-0.567	hartree
total charge	+3

***

# 2
A cluster of 13 separate species, C4H34N2O13 in total at a distorted geometry, computed with ωB97M-V/def2-TZVPD.

Last column: Löwdin charge in e.
Element x y z (Å)
C: 0.92521 -1.43480 -0.15606  -0.18
C: 0.15548 -1.95602 -1.43915  -0.07
C: 0.15743 -0.87474 -2.58989  -0.17
O: 0.56927 0.26743 -2.41277  -0.01
N: -0.03305 -0.43784 0.39087  -0.07
C: 0.31391 -0.00449 1.73072  -0.29
N: 1.62107 0.71026 1.70421  0.05
H: 1.73645 -0.83152 -0.39121  0.04
H: 1.22670 -2.19435 0.48059  0.07
H: 0.70372 -2.75619 -1.88898  0.09
H: -0.79628 -2.40309 -1.26897  0.09
H: 0.08837 -1.29415 -3.55758  0.11
H: -0.08876 0.39020 -0.22782  0.08
H: -0.60378 0.57245 2.09578  0.11
H: 0.46217 -0.96861 2.37269  0.12
H: 1.58674 1.65574 1.31635  0.05
H: 2.00146 0.79515 2.60524  0.05
H: -3.55977 1.39427 -0.59509  0.11
H: -4.34468 2.69076 -1.18421  -0.05
O: -4.43467 1.94517 -0.76985  -0.01
H: 1.39313 3.17944 -0.42700  0.06
H: 0.82210 4.59219 0.08028  0.01
O: 1.08326 3.77087 0.38529  -0.08
H: -3.08652 -1.10086 0.59851  0.03
H: -3.48693 -2.50676 0.94158  -0.05
O: -3.41217 -1.70532 1.26438  0.03
H: 1.74371 1.40511 -1.69012  0.01
H: 2.98890 2.14230 -2.01192  0.08
O: 2.12459 2.29744 -1.59540  -0.06
H: 3.12548 -1.44068 2.38777  0.12
H: 2.52766 -2.86272 2.54760  0.01
O: 3.36956 -2.47898 2.38643  -0.08
H: -1.83471 2.48505 1.01134  -0.03
H: -0.36405 2.80549 0.81156  0.05
O: -1.14558 2.27507 0.51140  -0.02
H: -3.13797 0.04869 -2.57286  -0.02
H: -1.77735 0.59556 -2.42086  0.02
O: -2.29863 -0.28308 -2.49616  -0.06
H: -0.76330 2.64103 -2.61784  0.07
H: -1.33462 2.21524 -1.12458  0.02
O: -1.48361 2.21826 -2.11821  -0.09
H: -0.92177 -2.89254 1.89862  -0.07
H: -1.06721 -3.45388 3.29748  0.04
O: -0.60465 -3.48988 2.47239  0.01
H: -4.50444 1.59667 1.05146  0.08
H: -3.46125 0.72926 1.59896  -0.02
O: -3.78027 1.60309 1.80586  -0.09
H: 3.10780 0.20443 -0.26896  0.00
H: 3.95930 -0.88082 -0.73232  -0.07
O: 3.68049 -0.08119 -0.97384  0.00
H: 3.10061 -3.48363 -0.41225  0.04
H: 4.04099 -2.63464 0.51658  -0.03
O: 3.71042 -2.77583 -0.32003  0.00

Values from the calculation:
total energy	-1260.315346	hartree
orbital gap	0.3405	hartree
LUMO level	0.010	hartree

***

# 3
A structure of composition C5H4 at a distorted geometry, computed with ωB97M-V/def2-TZVPD.

Last column: Löwdin charge in e.
Element x y z (Å)
C: -1.48947 0.11679 -0.69515  0.16
C: -1.17033 -0.18505 0.61242  -0.23
C: 0.87258 0.03985 -0.02971  -0.11
C: -0.31803 0.95833 0.21519  -0.19
C: -0.19040 -1.06136 0.13040  -0.04
H: 1.22409 -0.09291 -1.09283  0.14
H: 1.69758 0.32447 0.58926  0.11
H: -0.33697 1.90305 0.56964  0.07
H: -0.28906 -2.00317 -0.29922  0.09

Values from the calculation:
total energy	-192.630382	hartree
orbital gap	0.3116	hartree
LUMO level	-0.017	hartree

***

# 4
A structure of composition C17H33GaNO3 at a distorted geometry, computed with ωB97M-V/def2-TZVPD.

Last column: Löwdin charge in e.
Element x y z (Å)
C: 4.11375 2.03208 0.40816  -0.14
C: 2.93476 1.03296 0.33217  -0.36
C: 2.38708 0.96946 -1.11085  -0.26
Ga: 1.19476 -0.70321 -1.32650  0.49
C: 0.98410 -0.96305 -3.36541  -0.20
C: 2.16084 -2.38116 -0.61059  -0.20
C: 1.32475 -3.42429 0.06209  -0.37
O: 0.12140 -3.39718 0.22719  0.01
C: -0.61654 -0.33282 -0.43522  -0.18
C: -1.72593 -0.04852 -1.20272  -0.12
C: -2.93474 0.16087 -0.58791  -0.20
N: -3.17163 0.10601 0.70460  0.04
C: -2.08455 -0.14626 1.43293  -0.20
C: -0.82383 -0.37448 0.95844  -0.10
H: 4.45438 2.15652 1.44019  0.05
H: 3.76518 2.98562 0.00623  0.06
H: 4.89859 1.66625 -0.25508  0.06
H: 2.10401 1.35741 0.96313  0.09
H: 3.28830 0.06344 0.69525  0.07
H: 1.73547 1.83929 -1.23217  0.04
H: 3.17663 0.92074 -1.86549  0.04
H: 1.67874 -1.74252 -3.69915  -0.03
H: 1.26587 -0.04740 -3.89561  -0.03
H: -0.02833 -1.25755 -3.65831  -0.03
H: 2.61075 -2.87504 -1.48220  0.05
H: 2.99065 -2.06490 0.03256  0.03
H: 1.86892 -4.34688 0.41251  0.10
H: -1.63754 0.00920 -2.27976  0.08
H: -3.79320 0.35111 -1.23390  0.08
H: -2.22787 -0.19059 2.51507  0.09
H: -0.01226 -0.59181 1.65551  0.08
C: 2.28339 -2.15042 5.88851  -0.07
C: 1.22059 -1.53697 4.98726  -0.50
C: 0.04173 -2.48166 4.80260  -0.06
O: 1.78464 -1.22018 3.71995  -0.06
H: 2.67488 -3.07156 5.44779  0.08
H: 3.12532 -1.46664 6.00644  0.08
H: 1.88056 -2.38225 6.87666  0.07
H: 0.87344 -0.59644 5.41810  0.14
H: 0.36526 -3.41216 4.32819  0.08
H: -0.70803 -2.03374 4.14972  0.07
H: -0.42667 -2.72350 5.75925  0.08
H: 2.09398 -2.04164 3.32278  0.09
C: -4.94106 3.17066 -4.19757  -0.07
C: -3.89847 2.41143 -3.38832  -0.50
C: -2.70403 3.28997 -3.05197  -0.05
O: -3.46294 1.26723 -4.12003  -0.05
H: -4.51821 3.50981 -5.14808  0.08
H: -5.78659 2.52293 -4.43459  0.08
H: -5.31030 4.04083 -3.65142  0.08
H: -4.34847 2.04289 -2.46745  0.12
H: -2.21001 3.63347 -3.96633  0.08
H: -1.96720 2.72595 -2.47924  0.07
H: -3.00507 4.16318 -2.46985  0.08
H: -3.05926 1.57551 -4.93764  0.08

Values from the calculation:
total energy	-2872.809277	hartree
orbital gap	0.2687	hartree
LUMO level	0.105	hartree
total charge	-1

***

# 5
The molecule C21H32N4O5S2 at a distorted geometry, computed with ωB97M-V/def2-TZVPD.

Last column: Löwdin charge in e.
Element x y z (Å)
C: 1.82883 4.07169 1.74495  -0.07
H: 2.82118 4.49703 1.87399  0.08
H: 1.87423 3.33284 0.94967  0.06
H: 1.15693 4.87150 1.44491  0.07
C: 1.39123 3.43275 3.05651  -0.24
N: 0.15969 2.65743 2.95872  -0.22
C: -0.99366 3.44079 2.52079  -0.19
H: -1.87482 3.12207 3.08437  0.11
H: -0.84829 4.50972 2.72990  0.12
C: -1.30996 3.25613 1.02920  -0.15
H: -2.26926 3.73354 0.82325  0.11
C: -1.38717 1.78103 0.63201  -0.16
N: -0.06913 1.18549 0.65605  0.09
C: 0.56828 0.81796 -0.46028  -0.47
O: 0.05945 0.78940 -1.56630  0.04
C: 2.01151 0.35253 -0.22627  -0.02
N: 2.02208 -0.89066 0.52803  0.01
C: 2.68586 -0.90354 1.71721  -0.51
O: 3.23365 0.07995 2.17125  0.06
C: 2.69301 -2.23311 2.43204  -0.33
H: 3.23704 -2.99068 1.86472  0.10
H: 3.13089 -2.11586 3.42091  0.09
S: 0.97905 -2.79440 2.63615  0.99
C: 0.62988 -2.86405 0.91073  -0.45
C: -0.23712 -3.83668 0.43005  -0.08
C: -0.46179 -3.95643 -0.92763  -0.05
C: 0.21193 -3.11347 -1.79145  -0.24
C: 1.05343 -2.12425 -1.32974  0.02
C: 1.26139 -1.96379 0.03909  -0.19
H: 1.54642 -1.50055 -2.05560  0.12
S: -0.00995 -3.31623 -3.56521  0.67
O: 1.20123 -2.92612 -4.22224  -0.27
O: -0.52598 -4.63599 -3.78065  -0.28
N: -1.19401 -2.25461 -4.02463  -0.24
C: -0.84148 -0.85565 -4.15063  -0.16
H: 0.12054 -0.80755 -4.65887  0.13
C: -1.93131 -0.16964 -4.97733  -0.18
O: -3.20344 -0.34904 -4.39342  -0.13
C: -3.52488 -1.71402 -4.28215  -0.19
H: -4.51333 -1.76040 -3.82183  0.13
C: -2.49202 -2.45524 -3.42759  -0.17
H: -2.68890 -3.52715 -3.41922  0.12
H: -2.51785 -2.06079 -2.39927  0.13
H: -3.55879 -2.17540 -5.28003  0.13
H: -1.76218 0.90707 -5.01126  0.13
H: -1.93126 -0.58071 -5.99756  0.13
H: -0.76767 -0.36867 -3.17064  0.10
H: -1.11144 -4.71482 -1.33181  0.11
H: -0.71837 -4.49649 1.13475  0.11
H: 2.56361 1.08161 0.37273  0.12
H: 2.51016 0.22850 -1.19046  0.14
H: 0.41934 1.38128 1.53271  0.11
H: -1.78010 1.67651 -0.38195  0.12
H: -2.03484 1.23645 1.32621  0.12
H: -0.55565 3.73881 0.40917  0.10
C: -0.06417 1.89659 4.18556  -0.24
C: 0.67385 0.56223 4.16767  -0.09
H: 0.26865 -0.07955 3.38889  0.04
H: 0.54704 0.05993 5.12334  0.08
H: 1.73657 0.69829 3.98882  0.05
H: 0.24425 2.47755 5.06932  0.12
H: -1.13214 1.68969 4.28521  0.11
H: 2.17649 2.74667 3.38172  0.11
H: 1.29326 4.22250 3.82342  0.12

Values from the calculation:
total energy	-2211.033099	hartree
orbital gap	0.3371	hartree
structure (SMILES)	CCN(CC)CCCNC(=O)CN1C(=O)CSc2ccc(S(=O)(=O)N3CCOCC3)cc21
LUMO level	0.015	hartree

***

# 6
A cluster of 2 separate species, C3H8O2S in total at a distorted geometry, computed with ωB97M-V/def2-TZVPD.

Last column: Löwdin charge in e.
Element x y z (Å)
C: -1.78996 1.17980 -1.08988  -0.43
S: -0.10562 1.84311 -0.78653  0.71
C: 1.15870 0.58253 -1.32949  -0.40
H: -2.33293 1.17241 -0.16283  0.01
H: -2.24310 1.90586 -1.80308  0.03
H: -1.95616 0.21515 -1.55901  0.04
H: 0.60408 -0.30232 -1.58178  0.02
H: 1.82302 0.28029 -0.51586  0.00
H: 1.85987 1.19115 -1.99300  0.05
O: 1.05989 -2.03757 3.59243  0.09
C: 0.51392 -1.70417 2.57376  -0.35
O: 0.69057 -2.09205 1.24915  0.02
H: -0.32461 -0.92012 2.60997  0.15
H: 1.04234 -1.31407 0.79614  0.07

Values from the calculation:
total energy	-667.718633	hartree
orbital gap	0.3449	hartree
structure (SMILES)	O=CO.CSC
LUMO level	0.020	hartree

***

# 7
A structure of composition C23H48Br3F3N6O8 at a distorted geometry, computed with ωB97M-V/def2-TZVPD.

Last column: Löwdin charge in e.
Element x y z (Å)
C: 1.75869 -3.99293 0.92222  0.00
C: 2.64017 -4.35068 2.12346  -0.61
O: 2.88099 -5.48905 2.46061  0.05
N: 3.24956 -3.35822 2.65713  0.03
C: 4.26732 -3.55544 3.70944  -0.05
H: 2.28405 -3.41968 0.15837  0.06
H: 0.97239 -3.29796 1.21691  -0.01
H: 1.28736 -4.86410 0.46724  0.09
H: 2.89735 -2.41718 2.55476  0.08
H: 4.83318 -2.62915 3.80889  0.07
H: 5.00063 -4.36139 3.68128  0.09
H: 3.78996 -3.59076 4.68871  0.08
C: 2.73019 0.06691 3.65303  0.01
C: 2.99732 0.23772 2.18493  -0.54
O: 2.76058 -0.71459 1.47439  0.01
N: 3.49203 1.42430 1.83904  0.03
C: 3.57213 1.85718 0.48381  -0.06
H: 1.67317 0.13841 3.90933  0.09
H: 3.30545 0.73707 4.29183  0.08
H: 3.11869 -0.89422 3.98975  0.07
H: 3.58916 2.09596 2.58707  0.14
H: 2.76927 1.48380 -0.15188  0.05
H: 4.49800 1.40651 0.12639  0.09
H: 3.46143 2.94081 0.44370  0.10
C: 3.51195 -0.53122 -2.56723  -0.01
C: 4.74332 -1.19643 -1.93180  -0.49
O: 5.78221 -1.33954 -2.65576  -0.02
N: 4.60492 -1.65245 -0.66941  0.01
C: 5.55148 -2.46358 0.08792  -0.05
H: 3.67514 -0.49515 -3.64434  0.09
H: 3.46643 0.49810 -2.21153  0.06
H: 2.60663 -1.05082 -2.25334  0.06
H: 3.80437 -1.30234 -0.16282  0.07
H: 5.32432 -3.52623 0.00265  0.09
H: 5.66521 -2.09530 1.10750  0.08
H: 6.52423 -2.39722 -0.39937  0.08
C: 0.83851 2.15778 -2.88039  -0.06
C: 0.99217 2.67294 -4.32305  -0.56
O: 1.16207 3.85442 -4.56479  0.03
N: 0.82535 1.80938 -5.31148  0.01
C: 0.61769 0.39442 -5.23335  -0.09
H: 1.29342 2.71538 -2.06171  0.07
H: 1.39822 1.23271 -2.74228  0.03
H: -0.24801 2.08094 -2.83948  0.05
H: 1.04081 2.18318 -6.22468  0.15
H: 1.31058 -0.06567 -4.52885  0.05
H: 0.70384 -0.15466 -6.17100  0.10
H: -0.39665 0.24700 -4.86255  0.05
C: -3.76252 -2.65696 -1.42049  -0.08
C: -5.14836 -3.01027 -0.98267  -0.63
O: -5.45787 -4.15231 -0.86071  0.06
N: -5.98841 -2.01202 -0.78605  0.03
C: -7.21373 -2.12879 0.02411  -0.06
H: -3.51537 -1.60253 -1.29724  0.01
H: -3.66568 -2.85345 -2.48825  0.08
H: -3.11789 -3.31091 -0.83321  0.04
H: -5.59141 -1.08715 -0.87044  0.04
H: -7.18360 -1.69504 1.02364  0.08
H: -7.47271 -3.16704 0.23161  0.07
H: -8.06437 -1.75618 -0.54656  0.07
C: -6.03837 2.65775 -0.95556  0.02
C: -5.04584 1.60343 -1.36455  -0.51
O: -5.15539 0.41784 -1.05138  0.01
N: -4.17638 1.88845 -2.32890  0.02
C: -3.38723 0.91367 -3.08841  -0.05
H: -7.03953 2.39693 -1.29870  0.10
H: -5.81061 3.50575 -1.60140  0.07
H: -5.90772 2.91013 0.09674  0.08
H: -4.12456 2.83373 -2.68086  0.13
H: -2.94507 0.14823 -2.45068  0.01
H: -2.58797 1.49902 -3.54299  0.08
H: -3.99663 0.38579 -3.82194  0.10
C: -3.22445 3.50544 2.58554  -0.05
C: -1.78136 3.26513 2.42023  -0.25
O: -1.09675 3.45279 3.67034  0.04
C: 0.22209 3.18859 3.76886  -0.36
O: 0.91826 2.81944 2.86680  0.14
C: 0.78703 3.25078 5.18663  -0.60
F: 1.58043 4.33518 5.23881  0.17
F: -0.13367 3.47353 6.02567  0.24
F: 1.44592 2.11107 5.49514  0.16
H: -3.66727 3.22489 1.62987  0.08
H: -3.42445 4.51999 2.93020  0.09
H: -3.42848 2.83130 3.41741  0.09
H: -1.38796 3.99744 1.71521  0.13
H: -1.50816 2.32362 1.94377  0.06
C: -0.08908 -1.03590 -0.44197  -1.38
Br: -0.68024 -1.53523 -2.27968  0.64
Br: -1.32038 -1.99247 0.80006  0.64
Br: -0.34468 0.89408 -0.15734  0.67
H: 0.90356 -1.38697 -0.15999  -0.05

Values from the calculation:
total energy	-9857.295548	hartree
orbital gap	0.2979	hartree
LUMO level	-0.026	hartree

***

- Number 7 is which compound?
  C23H48Br3F3N6O8

***

- Which value of orbital gap does entry 3 give?
  0.3116 hartree

***

- What is the total energy in the second record?
  -1260.315346 hartree